C31H33BFN3O5SiSnTe as an isolated structure. Source: the Open Molecules 2025 dataset; level of theory: the ωB97M-V functional and the def2-TZVPD basis.

Its charge is -2. The calculation puts the molar mass at 831.83 g/mol. Its LUMO energy (spin up / spin down) is 3.66 / 3.66 eV. The multiplicity is 1. The calculation puts the gap between HOMO and LUMO (spin up / spin down) at 0.0836 / 0.0528 Ha.

Last column: Mulliken charge in e.
Positions of all 77 atoms, in Å:
Sn -14.8643 -17.2434 2.9218  0.126
N -15.6291 -19.0684 1.5813  0.676
C -16.9588 -19.4908 2.0281  -0.623
C -17.3719 -18.7913 3.3783  0.467
O -18.4808 -18.9535 3.8053  -0.670
N -16.3456 -18.0357 4.0311  -0.198
C -16.8939 -17.2379 5.1301  -0.541
C -16.0654 -15.9412 5.2797  0.682
O -15.8545 -15.4235 6.3528  -0.706
O -15.5487 -15.5780 4.1062  -0.526
H -15.6099 -18.6744 0.6112  0.307
H -14.9081 -19.8012 1.6970  0.070
H -16.8716 -20.5853 2.3256  0.245
H -17.7792 -19.4039 1.2620  0.242
H -16.7747 -17.8303 6.0500  0.193
H -17.9720 -17.0667 4.8800  0.350
C -10.1063 -16.8597 4.1374  -1.233
Si -11.6829 -16.6548 3.0539  0.019
C -12.4095 -14.9079 3.3325  -0.602
C -11.3533 -17.2026 1.2929  -1.060
N -13.0164 -17.6686 3.7978  0.326
C -12.7370 -18.8612 4.4779  -0.914
C -12.3522 -20.0856 3.7890  0.393
C -12.4225 -21.3821 4.4288  -1.085
C -12.9331 -21.3887 5.7260  -0.081
C -13.2648 -20.2391 6.4902  -1.122
C -13.1403 -19.0206 5.8159  0.712
F -13.5665 -17.9882 6.5613  -0.261
H -9.2979 -16.3341 3.6132  0.385
H -9.7553 -17.8409 4.2359  0.391
H -10.2653 -16.3583 5.1472  0.227
H -13.2460 -14.6878 2.6150  0.112
H -11.5222 -14.2351 3.1195  0.358
H -12.5945 -14.8499 4.3956  0.099
H -10.9845 -16.2806 0.7353  0.325
H -12.2799 -17.5542 0.7445  0.147
H -10.5792 -17.9860 1.2413  0.369
H -11.9093 -19.9507 2.8612  0.457
H -11.9458 -22.2171 3.9876  0.419
H -12.8812 -22.3885 6.2227  0.221
H -13.6534 -20.3714 7.4844  0.435
Te -14.8647 -11.7984 4.6214  0.401
C -15.3270 -11.8231 6.7172  -0.070
C -14.5836 -11.2902 7.7631  -0.106
C -14.9996 -11.3361 9.0985  -0.457
C -16.1838 -12.0471 9.3877  -0.480
C -16.9832 -12.5257 8.3665  -0.574
C -16.5346 -12.5435 6.9815  -0.434
C -14.0980 -9.8046 4.4833  0.138
C -14.4955 -8.7776 5.3565  -0.252
C -13.7716 -7.6066 5.5207  -0.487
C -12.6124 -7.4191 4.7278  -0.449
C -12.3182 -8.3590 3.7527  -0.335
C -13.0814 -9.5232 3.5373  -0.602
H -13.6946 -10.7002 7.5846  0.402
H -14.4223 -10.8329 9.8327  0.399
H -16.4956 -12.0929 10.4170  0.368
H -18.0291 -12.8564 8.4199  0.307
H -17.1126 -12.9512 6.1641  0.422
H -15.5280 -8.8967 5.7459  0.308
H -14.0733 -6.9923 6.3491  0.347
H -12.0196 -6.5327 4.8372  0.376
H -11.3288 -8.2774 3.2463  0.247
H -12.8157 -10.2010 2.7618  0.434
O -15.0237 -14.7280 0.7750  -0.301
B -15.1895 -16.1316 0.9958  0.069
O -15.3623 -16.7391 -0.3348  -0.680
C -15.5250 -15.6731 -1.2341  0.780
C -15.9880 -15.7918 -2.5334  -0.951
C -16.1680 -14.6266 -3.2711  -0.267
C -15.8053 -13.3608 -2.7038  -0.636
C -15.4279 -13.2736 -1.3363  -0.970
C -15.2158 -14.4668 -0.6037  0.582
H -16.2178 -16.7412 -2.9779  0.457
H -16.4818 -14.5851 -4.3897  0.193
H -15.8165 -12.4370 -3.2232  0.388
H -15.0573 -12.3038 -0.9134  0.301

Forces on atoms 1 to 2 (eV/Å):
0.610 1.136 -1.707
0.217 0.018 -0.976

C44H67InN8O4P as an isolated structure. Source: the Open Molecules 2025 dataset; level of theory: the ωB97M-V functional and the def2-TZVPD basis.

Its charge is +1. The calculation puts the molar mass at 917.86 g/mol. Its LUMO energy is -2.09 eV. The multiplicity is 1. The calculation puts the gap between HOMO and LUMO at 0.2781 Ha.

Last column: Mulliken charge in e.
Positions of all 125 atoms, in Å:
In -0.3139 -0.0951 -0.2708  3.421
O 0.0354 -2.1759 -0.0227  -0.644
C -0.8885 -3.0889 -0.2885  0.229
C -0.4803 -4.3137 -0.8457  -0.543
C -1.3862 -5.3036 -1.1491  -0.542
C -2.7496 -5.1389 -0.8846  -0.941
C -3.1668 -3.9700 -0.2965  -0.776
C -2.2687 -2.9287 -0.0050  0.882
C -2.7662 -1.7991 0.7455  -1.013
N -2.1656 -0.6695 0.7928  0.726
N -2.5554 0.2236 1.7833  -0.982
C -1.4939 0.8111 2.2622  -0.435
O -0.2802 0.5875 1.8631  -0.035
C -1.7067 1.7555 3.3943  0.784
C -0.6286 2.1767 4.1645  0.357
C -0.8201 3.0190 5.2507  -1.007
C -2.0979 3.4549 5.5702  -0.500
C -3.1785 3.0503 4.7957  -0.716
C -2.9860 2.2042 3.7153  -0.615
H 0.5730 -4.4346 -1.0637  0.400
H -1.0337 -6.2250 -1.5963  0.458
H -3.4554 -5.9242 -1.1156  0.420
H -4.2121 -3.8330 -0.0427  0.456
H -3.6506 -1.9291 1.3697  0.581
H 0.3686 1.8462 3.8995  0.140
H 0.0247 3.3338 5.8501  0.423
H -2.2519 4.1099 6.4177  0.429
H -4.1765 3.3887 5.0428  0.426
H -3.8220 1.8649 3.1187  0.526
N 1.9366 -0.5236 2.7806  0.257
C 3.4341 -0.6426 2.7955  0.268
C 3.9117 -1.3549 1.5388  -1.748
C 3.6835 -0.5563 0.2563  -0.058
N 2.2546 -0.5920 -0.1314  0.907
C 4.2063 0.8717 0.3872  -1.579
C 3.7892 1.6149 1.6570  0.130
N 2.3599 1.9658 1.6209  -0.310
C 4.0459 0.7544 2.9037  -1.314
H 1.4701 -1.2773 2.2719  0.207
H 1.6726 0.3743 2.2898  -0.530
H 1.5368 -0.4875 3.7157  0.627
H 3.6955 -1.2361 3.6714  0.374
H 3.4485 -2.3424 1.4567  0.452
H 4.9841 -1.5266 1.6565  0.528
H 4.2710 -1.0490 -0.5245  0.681
H 1.9927 -1.5601 -0.3313  0.292
H 2.2062 -0.1428 -1.0467  -1.623
H 3.9229 1.4527 -0.4949  0.269
H 5.2984 0.8200 0.3779  0.666
H 4.4174 2.5086 1.7281  0.565
H 2.0316 2.2275 0.6976  -0.424
H 2.1515 2.7376 2.2446  0.327
H 3.6743 1.2693 3.7944  0.476
H 5.1209 0.6265 3.0461  0.555
O -0.6059 2.0293 -0.4615  0.227
P -1.4475 3.2633 -0.6706  -2.275
N -1.6201 4.0247 0.7689  0.976
C -2.7413 4.8885 1.1771  -0.807
C -2.0641 6.0867 1.8300  -0.796
C -0.8364 5.4594 2.4900  -0.502
C -0.3844 4.3959 1.4875  0.519
N -0.6726 4.2479 -1.7240  0.788
C 0.0766 3.7509 -2.8938  0.615
C -0.2490 4.7598 -3.9892  -0.835
C -0.4105 6.0654 -3.2099  -0.823
C -1.1249 5.6357 -1.9276  -0.312
N -2.9888 3.0471 -1.2116  0.031
C -3.8911 2.1182 -0.4973  0.934
C -5.0809 1.9013 -1.4483  -0.853
C -4.7556 2.7068 -2.7146  -0.832
C -3.2510 2.9386 -2.6587  0.091
H -3.3551 4.3599 1.9133  0.336
H -3.3713 5.1400 0.3256  0.427
H -2.7179 6.5914 2.5398  0.463
H -1.7646 6.8150 1.0729  0.260
H -1.1181 4.9807 3.4293  -0.097
H -0.0477 6.1803 2.7016  0.494
H 0.0428 3.5229 1.9822  -1.051
H 0.3546 4.7964 0.7830  0.546
H -0.2046 2.7249 -3.1342  -0.694
H 1.1476 3.7600 -2.6763  0.263
H -1.1814 4.4940 -4.4913  0.279
H 0.5322 4.8100 -4.7461  0.415
H -0.9670 6.8286 -3.7508  0.412
H 0.5708 6.4769 -2.9659  0.380
H -2.2134 5.6836 -2.0418  0.403
H -0.8502 6.2609 -1.0759  0.012
H -4.1835 2.5491 0.4606  0.131
H -3.3901 1.1734 -0.2866  -0.846
H -6.0143 2.2366 -0.9999  0.377
H -5.1921 0.8406 -1.6693  0.328
H -5.2684 3.6691 -2.6914  0.312
H -5.0521 2.1952 -3.6288  0.388
H -2.9579 3.8570 -3.1645  0.196
H -2.7021 2.1068 -3.1133  -0.065
C -2.4953 -0.8236 -2.8289  -1.570
C -1.7553 -1.9757 -3.4963  0.949
C -2.1302 -1.9567 -4.9870  -1.723
C -0.2305 -2.0415 -3.3964  0.564
C 0.3220 -3.2300 -3.8640  -0.201
C 1.6835 -3.3888 -4.0313  -1.572
C 2.4985 -2.2890 -3.8365  -0.998
C 2.0037 -1.0694 -3.3775  0.351
C 2.9928 0.1082 -3.3819  1.501
C 3.7335 0.1717 -4.7289  -1.680
C 2.4040 1.4976 -3.1370  -1.541
C 0.6388 -1.0033 -3.0014  0.271
O 0.1854 0.0567 -2.2826  0.083
H -3.5653 -0.9300 -3.0264  0.708
H -2.1620 0.1345 -3.2254  -0.133
H -2.3904 -0.8113 -1.7464  -0.011
H -2.1369 -2.9093 -3.0676  -0.210
H -1.7553 -1.0425 -5.4544  0.404
H -3.2148 -1.9843 -5.1112  0.460
H -1.7033 -2.8017 -5.5246  0.414
H -0.3486 -4.0484 -4.1029  0.555
H 2.0973 -4.3296 -4.3690  0.433
H 3.5543 -2.3788 -4.0578  0.306
H 3.7595 -0.0737 -2.6183  -0.428
H 3.0155 0.1933 -5.5506  0.385
H 4.4017 -0.6707 -4.8915  0.404
H 4.3364 1.0801 -4.7790  0.484
H 1.6758 1.7341 -3.9155  0.607
H 3.2026 2.2420 -3.1914  0.610
H 1.8828 1.6069 -2.1881  -0.143

Forces on atoms 1 to 2 (eV/Å):
0.165 -0.012 0.240
-0.030 0.027 0.007

C58H52AsOP2RuS as an isolated structure. Source: the Open Molecules 2025 dataset; level of theory: the ωB97M-V functional and the def2-TZVPD basis.

Its charge is +2. The calculation puts the molar mass at 1035.06 g/mol. Its LUMO energy (spin up / spin down) is -4.59 / -6.40 eV. The multiplicity is 6. The calculation puts the gap between HOMO and LUMO (spin up / spin down) at 0.2637 / 0.2267 Ha.

Last column: Mulliken spin population.
Positions of all 116 atoms, in Å:
Ru -0.9348 -0.0685 -0.0201  3.160
O 1.5326 0.5088 -0.5214  0.092
S 1.8997 -0.8104 0.1599  -0.002
C 3.0198 -1.7104 -0.8662  -0.013
C 4.1866 -2.2106 -0.3284  0.006
C 5.1034 -2.9817 -1.0683  0.000
C 4.8157 -3.2370 -2.3726  0.006
C 5.6084 -3.9749 -3.4276  -0.001
C 4.6743 -4.0110 -4.6651  0.000
C 3.4633 -3.2024 -4.2518  0.002
C 2.3366 -2.8684 -4.9415  0.000
C 1.3399 -2.1462 -4.2654  0.006
C 1.4168 -1.7342 -2.9465  -0.047
P -0.1008 -0.7947 -2.4287  0.168
C 0.0311 0.6619 -3.5461  -0.042
C -0.5547 0.7083 -4.8136  0.001
C -0.3705 1.8113 -5.6376  0.000
C 0.4164 2.8775 -5.2207  0.004
C 1.0388 2.8227 -3.9814  0.001
C 0.8506 1.7242 -3.1522  0.016
C -1.4439 -1.8526 -3.0840  0.084
C -2.6361 -1.3225 -3.5678  0.033
C -3.6727 -2.1614 -3.9719  -0.001
C -3.5361 -3.5375 -3.8715  0.008
C -2.3568 -4.0766 -3.3668  -0.006
C -1.3167 -3.2407 -2.9849  0.020
C 2.6152 -2.0367 -2.2107  0.034
C 3.5888 -2.7830 -2.9151  0.001
C 2.8684 -0.3723 1.5525  -0.017
C 4.0365 0.3343 1.3710  0.002
C 4.9624 0.5144 2.4175  0.001
C 4.7089 -0.0965 3.6192  0.000
C 5.5215 -0.1787 4.8949  -0.001
C 4.6653 -1.0483 5.8622  0.000
C 3.3897 -1.3316 5.0948  -0.001
C 2.2455 -1.9974 5.4288  0.002
C 1.1749 -2.0016 4.5047  0.009
C 1.2455 -1.4304 3.2502  -0.059
P -0.3575 -0.9968 2.4622  0.320
C -0.8697 0.3695 3.5617  -0.098
C -1.3493 0.1935 4.8607  -0.010
C -1.6247 1.2938 5.6610  0.002
C -1.4034 2.5807 5.1845  0.002
C -0.8958 2.7667 3.9069  0.026
C -0.6396 1.6655 3.0971  0.036
C -1.3531 -2.4746 2.7994  -0.045
C -2.6338 -2.4657 3.3442  0.027
C -3.3600 -3.6486 3.4372  -0.001
C -2.8166 -4.8410 2.9805  0.005
C -1.5384 -4.8557 2.4325  -0.004
C -0.8114 -3.6801 2.3418  0.024
C 2.4915 -0.8809 2.8272  0.040
C 3.4908 -0.7783 3.8041  0.002
H 4.4254 -2.0132 0.7077  0.001
H 6.0159 -3.3316 -0.5970  0.000
H 5.8913 -4.9714 -3.0900  0.000
H 6.5365 -3.4431 -3.6414  0.000
H 4.3783 -5.0309 -4.9126  0.000
H 5.1473 -3.5988 -5.5553  0.000
H 2.1871 -3.1552 -5.9778  0.000
H 0.4463 -1.9076 -4.8305  0.003
H -1.1569 -0.1123 -5.1803  0.000
H -0.8372 1.8295 -6.6175  0.000
H 0.5577 3.7348 -5.8684  0.000
H 1.6831 3.6348 -3.6589  0.000
H 1.3657 1.6760 -2.2083  0.005
H -2.7722 -0.2500 -3.6185  -0.013
H -4.5894 -1.7364 -4.3658  0.000
H -4.3394 -4.1899 -4.1956  0.000
H -2.2438 -5.1514 -3.2846  0.000
H -0.3961 -3.6738 -2.6082  -0.004
H 4.2684 0.7172 0.3804  0.000
H 5.8701 1.0808 2.2410  0.000
H 5.7012 0.8168 5.3011  0.000
H 6.5001 -0.6176 4.7075  0.000
H 4.4596 -0.5336 6.7999  0.000
H 5.1709 -1.9786 6.1217  0.000
H 2.1150 -2.4640 6.4000  0.000
H 0.2319 -2.4309 4.8312  0.001
H -1.4819 -0.8012 5.2684  0.000
H -1.9990 1.1453 6.6681  0.000
H -1.6131 3.4374 5.8168  0.000
H -0.6903 3.7678 3.5459  0.001
H -0.2174 1.8131 2.1136  -0.011
H -3.0798 -1.5489 3.7033  0.002
H -4.3519 -3.6346 3.8727  0.000
H -3.3843 -5.7614 3.0598  0.000
H -1.1055 -5.7874 2.0849  0.000
H 0.1904 -3.6990 1.9248  -0.002
C -2.9018 -1.7460 -0.1190  0.533
C -3.7199 -0.6016 0.0405  -0.110
C -4.6136 -0.1729 -0.9816  0.177
C -5.5256 0.8344 -0.7531  -0.066
C -5.5944 1.4659 0.4919  0.214
C -4.7197 1.0840 1.5100  -0.066
C -3.7974 0.0887 1.2907  0.198
H -3.0000 -2.3502 -1.0087  0.063
H -2.5155 -2.2449 0.7564  0.044
H -4.6105 -0.7015 -1.9218  0.024
H -6.2196 1.1164 -1.5354  0.002
H -6.3326 2.2385 0.6702  0.004
H -4.7714 1.5687 2.4798  0.003
H -3.1467 -0.2134 2.0954  0.015
C -2.5666 3.5022 0.7555  0.008
As -1.4467 2.4428 -0.4226  0.143
C 0.1307 3.5731 -0.3865  0.009
C -2.3443 2.8905 -2.0830  0.029
H -2.3307 4.5435 0.5544  0.001
H -2.3748 3.2728 1.8000  -0.005
H -3.6101 3.3126 0.5280  0.005
H -0.0083 4.3803 -1.0991  -0.001
H 1.0328 3.0156 -0.6195  0.002
H 0.2197 3.9883 0.6154  0.002
H -2.2752 3.9657 -2.2236  0.001
H -3.3882 2.6039 -1.9788  0.005
H -1.9072 2.3837 -2.9343  -0.014

Forces on atoms 1 to 2 (eV/Å):
0.395 -0.272 -0.141
-0.039 -0.330 0.192

An isolated ion of composition C6H4BrO2 and charge -1. Source: the Open Molecules 2025 dataset; level of theory: the ωB97M-V functional and the def2-TZVPD basis.

Its charge is -1. The calculation puts the molar mass at 188.00 g/mol. Its LUMO energy is 3.61 eV. The multiplicity is 1. The calculation puts the gap between HOMO and LUMO at 0.2517 Ha.

Last column: Mulliken charge in e.
Positions of all 13 atoms, in Å:
C -0.0488 -1.7502 0.3824  -0.131
C 1.0280 -1.1143 -0.1058  -0.615
C -1.1856 -1.0181 0.8945  -0.241
C -0.3074 0.9148 0.1078  0.312
C -0.9659 2.0787 -0.2493  0.228
C 1.0378 0.3715 -0.3037  -0.134
O -1.6271 2.8711 -0.8926  -0.636
O -0.4778 2.1029 1.0571  -0.475
Br -2.7167 -1.4632 -0.2393  -0.286
H -0.1678 -2.8864 0.6157  0.246
H 2.0760 -1.4448 -0.2856  0.280
H 1.9366 0.8657 0.4133  0.203
H 1.4188 0.4723 -1.3946  0.249

Forces on atoms 1 to 2 (eV/Å):
0.279 -1.413 0.421
1.547 -0.292 0.364

Question: Look up the charge of the first one.
Answer: -2

Question: Which of these has the highest charge?
Answer: C58H52AsOP2RuS

Question: Among the records above, which one has the highest charge?
Answer: C58H52AsOP2RuS